# 1
# CH3O4S2

An isolated ion of composition CH3O4S2 and charge -1 in a non-equilibrium geometry (the ωB97M-V functional and the def2-TZVPD basis, the Open Molecules 2025 dataset).

Properties
energy relative to the best compared isomer or geometry (same formula, charge and spin) = 177.41 kJ/mol
molar mass = 143.2 g/mol
LUMO = 3.6 eV
total charge = -1

Positions of all 10 atoms, in Å:
C (0.013, -1.056, -0.252)
O (0.345, 1.011, -1.714)
O (2.161, 0.914, 0.392)
O (0.661, 2.917, 0.269)
O (1.072, 1.718, 2.475)
S (1.072, -0.117, -1.064)
S (1.795, 2.125, 1.272)
H (0.475, 2.337, -0.494)
H (0.427, -1.924, 0.224)
H (-0.978, -0.755, 0.024)

Cartesian forces (eV/Å) of the 3 atoms listed first:
0.977 0.355 -0.851
0.311 0.112 0.101
0.032 0.783 0.500

=====

# 2
# CH3OPS

A 2-piece molecular cluster, CH3OPS overall in a non-equilibrium geometry (the ωB97M-V functional and the def2-TZVPD basis, the Open Molecules 2025 dataset).

Properties
energy relative to the best compared isomer or geometry (same formula, charge and spin) = 0.00 kJ/mol
molar mass = 94.1 g/mol
LUMO (alpha / beta) = -0.7 / -1.0 eV
2S+1 = 3

Positions of all 7 atoms, in Å:
C (2.130, 0.752, 1.847)
O (-1.612, 0.403, -1.042)
P (-1.074, -0.992, -1.682)
S (1.316, 0.312, 0.573)
H (2.452, 0.109, 2.655)
H (-0.919, 1.063, -0.936)
H (-2.293, -1.647, -1.414)

Cartesian forces (eV/Å) of the 3 atoms listed first:
-0.769 -0.385 -1.117
-0.222 0.680 0.366
0.195 -0.506 -0.279

=====

# 3
# CH3OPS2

CH3OPS2 as an isolated structure in a non-equilibrium geometry (the ωB97M-V functional and the def2-TZVPD basis, the Open Molecules 2025 dataset).

Properties
energy relative to the best compared isomer or geometry (same formula, charge and spin) = 0.00 kJ/mol
molar mass = 126.1 g/mol
LUMO = -0.7 eV

Positions of all 8 atoms, in Å:
C (0.721, 0.516, 0.359)
O (-2.726, -0.859, 0.186)
P (-1.813, -0.384, -0.837)
S (0.536, -1.271, 0.248)
S (-0.710, 1.684, 0.039)
H (1.452, 0.856, -0.417)
H (1.375, 0.778, 1.291)
H (1.163, -1.320, -0.868)

Cartesian forces (eV/Å) of the 3 atoms listed first:
2.638 2.745 0.583
-0.521 -0.154 0.268
0.891 1.395 0.317

=====

# 4
# CH3OS

A 2-piece molecular cluster, CH3OS overall in a non-equilibrium geometry (the ωB97M-V functional and the def2-TZVPD basis, the Open Molecules 2025 dataset).

Properties
energy relative to the best compared isomer or geometry (same formula, charge and spin) = 66.59 kJ/mol
molar mass = 63.1 g/mol
LUMO = 4.1 eV
total charge = -1

Positions of all 6 atoms, in Å:
S (-1.692, -1.183, 1.094)
H (-0.476, -1.120, 1.847)
O (1.301, 0.352, -1.724)
C (0.583, 0.578, -0.802)
H (0.796, 0.885, 0.157)
H (-0.513, 0.489, -0.573)

Cartesian forces (eV/Å) of the 3 atoms listed first:
1.586 0.172 0.962
-1.521 -0.097 -0.902
0.522 -0.132 -0.950

=====

# 5
# CH3OS2

A 2-piece molecular cluster, CH3OS2 overall in a non-equilibrium geometry (the ωB97M-V functional and the def2-TZVPD basis, the Open Molecules 2025 dataset).

Properties
energy relative to the best compared isomer or geometry (same formula, charge and spin) = 160.52 kJ/mol
molar mass = 95.2 g/mol
LUMO (alpha / beta) = 3.9 / 3.2 eV
total charge = -1

Positions of all 7 atoms, in Å:
C (0.358, -0.258, -0.354)
O (-0.224, 4.053, 0.758)
S (-1.362, 2.298, 2.792)
S (-0.033, 2.711, 1.437)
H (0.839, -0.369, 0.578)
H (0.375, 0.641, -0.744)
H (-0.321, -1.003, -0.830)

Cartesian forces (eV/Å) of the 3 atoms listed first:
-1.145 -4.400 0.381
0.016 -0.221 0.104
-0.545 -0.150 0.567

=====

# 6
# CH3PSi

A 2-piece molecular cluster, CH3PSi overall in a non-equilibrium geometry (the ωB97M-V functional and the def2-TZVPD basis, the Open Molecules 2025 dataset).

Properties
energy relative to the best compared isomer or geometry (same formula, charge and spin) = 229.88 kJ/mol
molar mass = 74.1 g/mol
LUMO = -1.1 eV

Positions of all 6 atoms, in Å:
C (-2.412, 0.175, -0.263)
Si (1.987, 0.341, -0.048)
P (-0.956, 0.029, 0.267)
H (-3.338, 0.373, -0.726)
H (2.293, 0.052, 1.373)
H (2.426, -0.969, -0.603)

Cartesian forces (eV/Å) of the 3 atoms listed first:
2.721 -0.124 0.681
-0.161 1.005 -0.607
-1.782 -0.043 -0.489